No. 1
Computed, not measured: C23H22N6O3 in the gas phase in a non-equilibrium geometry, with the ωB97M-V functional and the def2-TZVPD basis.

Last column: natural (NBO) charge in e.
CARTESIAN COORDINATES (ANGSTROEM)
N (-1.4696, -0.1630, -1.7590)  -0.734
C (-0.4361, 0.3258, -1.1869)  0.427
N (0.6417, -0.5369, -1.0163)  -0.386
C (1.8397, -0.1343, -0.5368)  0.465
N (2.8115, -1.0586, -0.4465)  -0.553
C (3.9918, -0.6996, -0.0082)  0.435
N (4.2922, 0.5894, 0.3778)  -0.393
C (5.5344, 0.9190, 0.8201)  0.062
C (6.5296, 0.0021, 0.9032)  -0.279
C (6.2659, -1.3321, 0.5216)  -0.140
C (5.0257, -1.6697, 0.0782)  -0.234
H (4.7708, -2.6712, -0.2253)  0.240
H (7.0489, -2.0715, 0.5849)  0.227
H (7.5048, 0.2916, 1.2562)  0.234
H (5.6439, 1.9596, 1.0921)  0.258
C (3.2997, 1.6351, 0.3355)  0.650
O (3.6061, 2.7484, 0.7085)  -0.607
C (2.0318, 1.2022, -0.1573)  -0.274
C (0.9329, 2.1040, -0.2251)  -0.088
C (-0.2628, 1.6802, -0.6877)  -0.209
C (-1.4810, 2.5617, -0.6775)  0.661
O (-1.6452, 3.5159, -1.4067)  -0.606
N (-2.3811, 2.1452, 0.2379)  -0.615
H (-2.1778, 1.3679, 0.8500)  0.414
C (-3.6456, 2.7887, 0.4920)  -0.237
H (-3.5665, 3.4351, 1.3741)  0.199
H (-3.9029, 3.4004, -0.3747)  0.231
C (-4.7123, 1.7195, 0.7597)  0.092
H (-5.6390, 2.2249, 1.0698)  0.177
C (-4.9774, 0.7874, -0.4419)  -0.437
H (-6.0460, 0.7384, -0.6492)  0.213
H (-4.4718, 1.1427, -1.3372)  0.214
C (-4.4515, -0.5745, 0.0202)  -0.442
H (-3.4150, -0.7170, -0.2870)  0.225
C (-4.5437, -0.4484, 1.5398)  -0.072
H (-5.5603, -0.6864, 1.8866)  0.155
O (-4.2430, 0.9022, 1.8260)  -0.542
H (-3.8244, -1.0702, 2.0748)  0.210
H (-5.0411, -1.4050, -0.3600)  0.216
H (1.0831, 3.1147, 0.1233)  0.247
C (0.4175, -1.9184, -1.3960)  -0.244
C (-0.6995, -2.5283, -0.5959)  -0.034
C (-0.8699, -2.2366, 0.7544)  0.019
N (-1.8370, -2.7391, 1.4994)  -0.420
C (-2.6875, -3.5809, 0.9365)  0.017
C (-2.6107, -3.9542, -0.3960)  -0.250
C (-1.6018, -3.4122, -1.1738)  -0.153
H (-1.5175, -3.6638, -2.2207)  0.215
H (-3.3267, -4.6433, -0.8162)  0.219
H (-3.4624, -3.9657, 1.5862)  0.192
H (-0.1969, -1.5579, 1.2649)  0.188
H (0.1536, -1.9464, -2.4568)  0.229
H (1.3557, -2.4520, -1.2258)  0.260
H (-2.2112, 0.5140, -1.8985)  0.358

Energy relative to the best compared isomer or geometry (same formula, charge and spin): 0.00 kcal per mole
LUMO: -0.5 eV
Electronic energy: -1443.972633 Eh
Strongest force on any atom: 0.0220 hartree/bohr
HOMO level: -0.2959 Eh

***

No. 2
Computed, not measured: a gas-phase ion, C4H9N2 (charge +1) in a non-equilibrium geometry, with the ωB97M-V functional and the def2-TZVPD basis.

Last column: natural (NBO) charge in e.
CARTESIAN COORDINATES (ANGSTROEM)
C (-0.4227, -0.3867, -0.0212)  0.396
C (-1.4820, 0.4813, -0.7949)  -0.652
C (-0.8675, -1.2199, 1.0747)  -0.704
C (2.0755, 0.8389, -0.1506)  -0.457
N (0.6072, -0.9907, -0.8485)  0.071
N (1.0615, -0.0814, -0.1684)  -0.069
H (-0.8842, 1.1114, -1.4823)  0.244
H (-1.8280, 1.3256, -0.1157)  0.266
H (-2.1902, -0.1744, -1.2077)  0.272
H (-0.0819, -1.9203, 1.5478)  0.273
H (-1.6200, -1.8702, 0.6386)  0.290
H (-1.3738, -0.6540, 1.9195)  0.287
H (2.5673, 1.0622, 0.8513)  0.263
H (1.6384, 1.8281, -0.3779)  0.246
H (2.8004, 0.6500, -0.8648)  0.274

Spin multiplicity: 3
Energy relative to the best compared isomer or geometry (same formula, charge and spin): 64.96 kcal per mole
LUMO (alpha / beta): -2.9 / -8.9 eV
Charge: +1
Electronic energy: -266.823713 Eh
Strongest force on any atom: 0.1025 hartree/bohr
HOMO level (alpha / beta): -0.4946 / -0.6141 Eh
⟨S²⟩: 2.0066